This record from OMol25 describes a 2-piece molecular cluster, CHClO overall. The level of theory is wB97M-V/def2-TZVPD.

Computed properties:
Largest force on an atom (eV/A): 0.783
LUMO level (eV): 0.88

CARTESIAN COORDINATES (ANGSTROEM)
C 1.680 0.648 -0.247
O 1.423 0.793 0.844
Cl -1.642 -0.296 0.174
H -1.460 -1.145 -0.770

This record from OMol25 describes a 4-piece molecular cluster, H8O4 overall in a non-equilibrium geometry. The level of theory is wB97M-V/def2-TZVPD.

Computed properties:
Largest force on an atom (eV/A): 1.818
SMILES: O.O.O.O
LUMO level (eV): 0.07

CARTESIAN COORDINATES (ANGSTROEM)
O 0.333 -0.399 1.966
H -0.491 -0.390 1.476
H 0.466 0.505 2.169
O 0.375 -2.614 -0.524
H 1.215 -2.137 -0.635
H -0.129 -1.776 -0.408
O -1.158 -0.144 -0.457
H -0.704 0.678 -0.430
H -2.020 0.077 -0.153
O 0.819 1.951 -0.626
H 0.960 1.504 -1.447
H 0.329 2.750 -0.927

This record from OMol25 describes one molecule with the formula C4H9NO2 in a non-equilibrium geometry. The level of theory is wB97M-V/def2-TZVPD.

Computed properties:
Largest force on an atom (eV/A): 5.062
SMILES: CO/C(O)=C\CN
LUMO level (eV): 0.81

CARTESIAN COORDINATES (ANGSTROEM)
C -0.882 -1.329 -1.136
O 0.448 -1.437 -0.662
C 0.805 -0.851 0.523
O 1.886 -1.509 1.028
C 0.278 0.184 1.174
C -0.582 1.510 0.593
N -0.025 2.178 -0.527
H -1.601 -1.611 -0.364
H -0.949 -2.015 -1.979
H -1.104 -0.311 -1.465
H 2.013 -2.314 0.509
H 0.757 0.399 2.121
H -0.660 2.185 1.444
H -1.337 0.700 0.404
H 0.094 1.588 -1.342
H 0.858 2.632 -0.323

This record from OMol25 describes a 2-piece molecular cluster, C2H8N2 overall in a non-equilibrium geometry. The level of theory is wB97M-V/def2-TZVPD.

Computed properties:
Largest force on an atom (eV/A): 1.382
SMILES: C=CN.N
LUMO level (eV): 0.86

CARTESIAN COORDINATES (ANGSTROEM)
C 2.457 0.434 -0.376
C 1.149 0.239 -0.357
N 0.510 -0.980 -0.217
H 3.187 -0.340 -0.201
H 2.813 1.453 -0.461
H 0.421 1.040 -0.370
H 1.051 -1.825 -0.187
H -0.428 -1.063 0.121
N -3.025 0.234 0.655
H -3.168 0.847 -0.138
H -2.706 -0.674 0.339
H -2.262 0.635 1.193

This record from OMol25 describes a 2-piece molecular cluster, CH12N4P2Si overall in a non-equilibrium geometry. The level of theory is wB97M-V/def2-TZVPD.

Computed properties:
Largest force on an atom (eV/A): 2.516
SMILES: N/P=C\P(N)N.N[SiH3]
LUMO level (eV): 0.10

CARTESIAN COORDINATES (ANGSTROEM)
N 0.377 -2.415 -1.149
P 0.302 -2.233 0.605
C 1.455 -1.038 0.878
P 2.409 -0.078 -0.403
N 3.512 0.855 0.603
N 1.182 1.156 -0.505
H -0.438 -2.859 -1.551
H 0.652 -1.629 -1.677
H 1.855 -0.960 1.857
H 3.039 1.619 1.081
H 3.877 0.261 1.354
H 1.650 1.962 -0.849
H 0.577 0.718 -1.163
N -1.864 0.272 1.308
Si -2.879 0.229 -0.115
H -1.348 -0.420 1.881
H -1.192 1.075 1.160
H -2.650 1.651 -0.805
H -4.310 -0.154 0.021
H -2.777 -0.692 -1.322

This record from OMol25 describes C22H25BrN3O2SV as an isolated structure in a non-equilibrium geometry. The level of theory is wB97M-V/def2-TZVPD.

Computed properties:
Total charge: -1
2S+1: 4
Largest force on an atom (eV/A): 3.422
Expectation value of S²: 3.81
LUMO level (spin up / spin down) (eV): 2.65 / 2.65

CARTESIAN COORDINATES (ANGSTROEM)
V -0.112 0.413 0.189
O 5.517 -0.879 -0.970
C 4.147 -0.715 -0.960
C 3.492 0.266 -1.726
C 2.139 0.436 -1.598
N 1.366 -0.271 -0.728
C 2.008 -1.309 -0.129
Br 0.867 -2.428 0.915
C 3.352 -1.564 -0.180
H 5.892 -0.183 -1.518
H 4.061 0.898 -2.393
H 1.610 1.186 -2.175
H 3.798 -2.373 0.376
O -1.462 0.762 1.397
N -2.693 0.345 1.320
C -3.537 0.563 2.369
C -4.849 0.182 2.313
C -5.338 -0.451 1.166
C -4.456 -0.705 0.120
C -3.125 -0.325 0.193
S -1.966 -0.644 -1.012
H -3.086 1.055 3.215
H -5.497 0.370 3.155
H -6.376 -0.744 1.096
H -4.788 -1.217 -0.772
C 3.200 1.678 2.263
C 2.060 1.749 3.282
C 1.453 0.360 3.503
C 0.970 2.721 2.883
C 0.404 3.537 3.839
C -0.586 4.454 3.518
C -0.910 4.648 2.182
C -0.362 3.873 1.180
C -0.552 4.276 -0.269
C -1.327 3.293 -1.154
C 0.824 4.545 -0.893
C 0.467 2.760 1.542
N 0.707 1.773 0.716
H 4.005 1.045 2.639
H 3.604 2.670 2.069
H 2.834 1.257 1.325
H 2.485 2.094 4.237
H 0.842 0.100 2.632
H 0.807 0.364 4.382
H 2.233 -0.389 3.641
H 0.741 3.461 4.868
H -1.074 5.031 4.291
H -1.612 5.430 1.917
H -1.118 5.218 -0.268
H -0.753 2.370 -1.305
H -1.521 3.759 -2.125
H -2.282 3.038 -0.693
H 1.419 3.634 -0.856
H 1.349 5.324 -0.342
H 0.726 4.861 -1.931

This record from OMol25 describes a 2-piece molecular cluster, C8H8INO2 overall in a non-equilibrium geometry. The level of theory is wB97M-V/def2-TZVPD.

Computed properties:
Largest force on an atom (eV/A): 5.198
SMILES: O/C=C1\C=CC=C[C@H]1I.N=C=O
LUMO level (eV): -0.04

CARTESIAN COORDINATES (ANGSTROEM)
O -1.749 -0.031 1.637
C -1.032 -0.660 0.704
C -0.706 -0.092 -0.457
C -0.875 1.290 -0.797
C -0.586 1.635 -2.070
C -0.177 0.653 -3.130
C 0.149 -0.537 -2.690
C 0.216 -0.987 -1.267
I 2.276 -0.993 -0.657
H -1.818 -0.396 2.443
H -0.667 -1.648 0.963
H -1.583 1.904 -0.097
H -0.558 2.636 -2.468
H -0.111 0.952 -4.171
H 0.327 -1.305 -3.426
H -0.124 -1.984 -0.952
N 2.209 0.442 4.234
C 1.409 -0.452 4.200
O 0.392 -1.020 4.309
H 3.006 0.592 3.691

This record from OMol25 describes a 2-piece molecular cluster, C30H31BF6O2S overall in a non-equilibrium geometry. The level of theory is wB97M-V/def2-TZVPD.

Computed properties:
Largest force on an atom (eV/A): 3.643
LUMO level (eV): -3.81

CARTESIAN COORDINATES (ANGSTROEM)
C -3.992 5.372 -3.547
C -3.424 4.033 -3.249
C -3.237 2.976 -4.115
C -2.567 1.842 -3.518
C -2.204 2.078 -2.212
B -1.515 0.998 -1.208
C 0.094 1.340 -1.256
C 0.642 2.226 -0.358
C 2.023 2.433 -0.362
C 2.649 3.400 0.603
F 3.363 4.372 -0.048
F 1.729 4.023 1.391
F 3.530 2.748 1.435
C 2.854 1.761 -1.241
C 2.267 0.889 -2.140
C 3.104 0.109 -3.114
F 2.971 -1.240 -2.877
F 2.705 0.332 -4.408
F 4.429 0.411 -3.032
C 0.887 0.680 -2.166
O -2.050 1.226 0.099
C -2.888 0.105 0.324
C -2.905 -0.186 1.813
C -4.298 0.436 -0.159
C -2.197 -1.049 -0.591
C -0.951 -1.616 0.102
C -3.146 -2.152 -1.030
O -1.783 -0.318 -1.730
S -2.775 3.623 -1.671
H -4.335 5.397 -4.585
H -4.835 5.615 -2.888
H -3.212 6.133 -3.416
H -3.570 3.003 -5.151
H -2.383 0.919 -4.065
H 0.009 2.783 0.334
H 3.923 1.906 -1.228
H 0.451 0.018 -2.913
H -3.478 -1.095 2.019
H -1.890 -0.295 2.201
H -3.391 0.647 2.326
H -4.981 -0.384 0.083
H -4.650 1.333 0.361
H -4.328 0.622 -1.239
H -1.212 -2.295 0.923
H -0.350 -2.175 -0.626
H -0.325 -0.808 0.508
H -3.528 -2.705 -0.168
H -3.988 -1.741 -1.590
H -2.617 -2.858 -1.672
C 1.166 -3.842 2.030
C 0.048 -4.455 2.944
C 0.157 -3.657 4.209
C 1.110 -2.659 4.091
C 1.682 -2.646 2.791
C 2.923 -1.976 2.503
C 3.380 -0.910 3.333
C 4.576 -0.256 3.048
C 5.372 -0.679 1.982
C 4.980 -1.773 1.204
C 3.783 -2.424 1.463
H 2.003 -4.560 1.937
H 0.798 -3.637 1.015
H -0.940 -4.342 2.467
H 0.215 -5.528 3.110
H -0.417 -3.885 5.100
H 1.415 -1.976 4.876
H 2.811 -0.629 4.219
H 4.884 0.588 3.667
H 6.300 -0.151 1.750
H 5.617 -2.135 0.396
H 3.516 -3.336 0.919